Record 1
A molecular structure, C27H59N10O6Y. Source: OMol25; level of theory: ωB97M-V/def2-TZVPD.

XYZ file:
```
103
Properties=species:S:1:pos:R:3:forces:R:3:mulliken_charge:R:1
Y 0.216656 -0.288982 -0.004148 0.07 1.20 0.63 -0.743
C -1.674168 -1.498531 5.443557 0.01 0.08 -0.03 -1.196
N -1.695819 -1.014501 4.067023 0.05 0.02 -0.01 0.470
C -2.987435 -0.543955 3.589334 0.01 -0.15 -0.01 -0.785
C -0.591902 -1.020095 3.267937 -0.06 0.22 -0.17 -0.171
N -0.619222 -1.331570 1.985154 -0.32 -0.39 0.11 1.179
C -1.699397 -2.233864 1.543917 0.12 0.09 0.10 -0.901
C -1.202451 -3.176258 0.456296 -0.02 0.07 0.01 -1.566
N -0.623499 -2.472994 -0.718182 0.00 -0.19 -0.02 0.837
C 0.539218 -3.211486 -1.276125 -0.05 0.01 0.08 -1.696
C 1.739114 -3.201238 -0.353688 0.05 0.11 0.01 -0.815
N 2.120900 -1.816379 -0.046809 -0.08 -0.14 0.07 1.719
C 3.395123 -1.576689 0.176627 -0.04 0.10 -0.20 -0.611
N 4.290073 -2.491320 0.623054 0.07 0.04 0.02 0.339
C 3.955958 -3.585273 1.526968 0.07 0.04 -0.07 -1.034
C 5.676721 -2.504009 0.153310 -0.08 0.04 0.06 -1.141
N 3.858164 -0.307274 -0.091308 0.05 0.02 -0.05 1.028
C 3.691433 0.248142 -1.433556 0.14 0.02 0.09 -1.104
C 4.906826 0.310321 0.705188 -0.03 -0.12 -0.07 -1.235
C -1.621685 -2.335364 -1.808168 0.03 -0.03 0.01 -1.207
C -2.784631 -1.445912 -1.442001 0.08 0.17 0.06 -1.664
N -2.358649 -0.091096 -1.064352 -0.02 -0.41 0.21 0.347
C -2.924037 0.911752 -1.663999 -0.08 0.16 -0.16 -0.835
N -2.915316 2.144274 -0.933113 -0.07 -0.06 -0.18 0.877
C -3.981728 2.258919 0.075572 0.09 0.00 -0.02 -1.044
C -2.653707 3.389936 -1.668109 -0.03 -0.11 0.07 -1.332
N -3.503945 0.899976 -2.888713 0.13 0.11 0.08 0.265
C -3.013291 0.074472 -3.994987 -0.09 0.05 0.04 -1.094
C -4.572613 1.820254 -3.272666 0.04 -0.10 -0.01 -1.090
N 0.586590 -0.650730 3.834861 0.07 -0.09 0.15 0.681
C 1.845861 -1.228436 3.401791 0.00 0.03 0.07 -0.792
C 0.676129 0.272458 4.956227 -0.04 -0.11 -0.08 -1.170
H -2.456130 -2.249135 5.568355 -0.01 0.00 -0.01 0.374
H -1.854951 -0.696682 6.162826 0.01 0.01 -0.01 0.376
H -0.720123 -1.967600 5.663908 0.04 0.00 -0.01 0.363
H -3.369194 0.217232 4.273609 0.01 -0.01 0.03 0.359
H -3.720828 -1.352196 3.537137 0.01 0.00 0.00 0.276
H -2.880765 -0.098782 2.604373 0.02 -0.03 -0.02 -0.210
H -2.555526 -1.667592 1.180443 -0.06 0.03 0.01 0.351
H -2.049460 -2.855343 2.370243 -0.07 0.01 0.08 0.760
H -2.028152 -3.821161 0.140495 0.02 -0.04 -0.05 0.354
H -0.441750 -3.818362 0.892783 0.05 -0.04 -0.01 0.361
H 0.808388 -2.723788 -2.212948 -0.02 0.02 -0.02 0.388
H 0.258218 -4.246851 -1.496816 -0.04 -0.02 -0.04 0.325
H 2.551372 -3.718884 -0.869957 0.04 -0.03 0.02 0.639
H 1.521850 -3.781137 0.545082 0.00 0.00 0.06 0.473
H 3.016564 -3.396366 2.030646 -0.06 0.05 0.02 0.223
H 4.738624 -3.657162 2.283263 0.00 0.01 0.00 0.385
H 3.896520 -4.542963 1.007333 0.01 -0.01 -0.02 0.334
H 5.808122 -1.812693 -0.672914 -0.02 0.03 -0.01 0.313
H 5.914349 -3.504697 -0.208202 -0.01 -0.02 0.01 0.399
H 6.376521 -2.253075 0.952536 -0.02 0.01 0.01 0.366
H 3.658546 1.337308 -1.370665 0.01 -0.09 -0.02 0.255
H 2.773301 -0.109162 -1.888624 0.01 -0.03 0.01 0.189
H 4.537476 -0.019696 -2.075756 0.04 0.00 0.03 0.318
H 5.002660 -0.199983 1.660741 0.00 -0.02 0.01 0.417
H 4.640053 1.352152 0.898427 0.01 0.01 -0.01 0.256
H 5.878784 0.308382 0.205871 0.02 -0.02 -0.01 0.413
H -2.000247 -3.325686 -2.083734 0.03 -0.06 0.01 0.553
H -1.101557 -1.913809 -2.666045 0.03 -0.02 0.00 0.484
H -3.320830 -1.873537 -0.591850 -0.02 0.00 0.01 0.466
H -3.492427 -1.468925 -2.263714 -0.09 0.06 -0.10 0.866
H -4.167072 1.280820 0.517309 0.03 0.00 -0.01 0.320
H -4.912161 2.644443 -0.347218 -0.03 -0.02 -0.04 0.369
H -3.676209 2.948007 0.863810 0.02 0.03 -0.01 0.271
H -2.074165 3.174299 -2.566289 -0.03 -0.02 0.03 0.415
H -2.075772 4.063074 -1.030746 0.01 -0.02 0.02 0.148
H -3.569336 3.911573 -1.949649 -0.02 0.00 -0.03 0.460
H -2.059151 -0.369791 -3.743410 0.02 0.01 0.02 0.152
H -2.842285 0.723150 -4.854764 0.00 0.01 0.02 0.428
H -3.740124 -0.691112 -4.276130 0.00 0.01 0.04 0.330
H -5.144896 2.147896 -2.410914 0.03 0.03 0.04 0.259
H -5.254626 1.282181 -3.929059 -0.03 -0.02 0.01 0.415
H -4.198027 2.685981 -3.820499 0.04 -0.01 -0.02 0.347
H 1.652197 -1.908381 2.580700 0.00 -0.03 -0.02 -0.358
H 2.532660 -0.454301 3.054796 -0.01 -0.01 0.01 0.212
H 2.312223 -1.769378 4.230157 0.00 0.01 0.01 0.689
H -0.264747 0.798617 5.093577 -0.02 -0.02 0.00 0.411
H 1.456074 1.006344 4.741666 0.01 0.00 -0.02 0.248
H 0.940947 -0.230310 5.888739 -0.01 -0.02 0.00 0.339
O 2.558430 3.273108 2.148090 0.01 -0.05 0.02 -0.523
C 2.025388 2.399870 1.312732 0.07 0.03 -0.09 -0.541
O 1.718301 1.265482 1.608764 -0.13 -0.24 0.08 0.279
C 1.856836 2.964239 -0.067670 -0.03 -0.01 0.00 -0.961
O 1.266662 1.953461 -0.823823 -0.13 -0.22 -0.18 0.276
C 1.032091 2.271140 -2.194995 0.11 0.17 0.16 -0.817
C 0.316257 1.088021 -2.818606 -0.05 -0.34 0.00 0.073
O -0.259724 1.241217 -3.871501 0.03 -0.05 0.04 -0.669
O 0.403930 -0.006523 -2.116434 -0.04 0.23 -0.91 -0.013
H 2.676181 2.869194 3.022157 0.00 0.00 0.03 0.388
H 2.839804 3.248997 -0.458644 0.04 0.05 0.01 0.500
H 1.242906 3.867582 -0.022719 -0.05 0.06 0.01 0.525
H 1.975700 2.444314 -2.720003 0.03 0.03 0.00 0.469
H 0.410880 3.163704 -2.281249 0.00 0.05 0.01 0.411
C -1.113638 3.730398 2.181472 0.01 0.04 0.04 -1.450
C -1.256358 2.223744 2.192561 0.05 0.00 -0.02 0.083
O -0.982651 1.639410 0.913544 0.25 -0.11 0.10 1.601
H -1.353880 4.132923 3.167895 0.01 0.00 -0.05 0.503
H -1.793024 4.191451 1.461341 0.01 -0.01 0.01 0.258
H -0.096034 4.038338 1.934613 -0.04 0.00 0.02 0.193
H -2.260567 1.939797 2.512531 0.00 0.03 0.01 0.514
H -0.548948 1.775854 2.891649 0.00 -0.02 -0.03 -0.155
H -1.684165 1.877265 0.250763 -0.13 -0.01 -0.07 -0.339
```
Positions in Å, forces in eV/Å.

Properties
**Max |F|**: 1.4 eV/Å
**HOMO-LUMO gap**: 9.4 eV
**Spin multiplicity**: 1
**Energy above the lowest of the compared OMol25 structures with the same formula, charge and spin**: 12.7 kJ/mol
**HOMO energy**: -13.50 eV
**Net charge**: +2

***

Record 2
6 unconnected molecules or ions with the total composition C27H59N2O11PS5. Source: OMol25; level of theory: ωB97M-V/def2-TZVPD.

XYZ file:
```
105
Properties=species:S:1:pos:R:3:forces:R:3:mulliken_charge:R:1
C -0.375840 -2.515982 -2.968591 0.26 0.81 0.88 -0.909
C -0.928496 -0.953511 -2.770867 -0.23 -1.34 -0.37 -0.053
C -1.751273 -0.886761 -1.338469 -0.84 0.56 -1.18 -0.476
C -1.635778 0.639939 -0.750784 -1.72 -0.15 -0.50 -0.328
N -1.009378 0.754616 0.621288 1.91 1.76 -1.15 -0.131
P 0.530486 -0.137090 0.759958 -0.47 -1.34 0.20 -0.290
C 0.981584 -0.052917 2.646171 0.93 0.02 1.02 -0.194
N -0.108635 -0.665642 3.533816 1.24 -0.60 0.16 -0.629
C 1.926018 0.692028 -0.292371 0.87 -0.31 1.55 -0.551
C 3.017181 -0.493814 -0.715568 -2.14 0.56 -0.48 0.272
O 3.834145 0.087774 -1.803977 -1.64 0.31 0.33 -0.576
H 0.130105 -2.808850 -1.928786 -1.26 0.35 -2.32 0.091
H -1.302981 -3.210471 -3.209063 2.04 1.34 0.54 0.246
H 0.462894 -2.606162 -3.779681 -1.77 0.18 1.29 0.304
H -0.055974 -0.171958 -2.856716 -1.53 -1.59 0.47 0.256
H -1.666490 -0.727188 -3.666497 1.40 -0.33 1.89 0.049
H -2.894966 -1.076340 -1.622985 2.45 0.45 0.67 0.358
H -1.467976 -1.734739 -0.583030 -0.17 1.89 -1.45 0.205
H -1.125899 1.339114 -1.547982 -0.77 -1.38 1.41 0.210
H -2.754765 1.040706 -0.643608 2.36 -0.69 -0.16 0.177
H -0.730498 1.779035 0.698072 -0.75 -1.44 0.06 0.074
H 1.240190 1.027735 3.013138 -0.39 -2.03 -0.63 0.282
H 1.917857 -0.778173 2.763326 -1.40 1.87 -0.59 0.102
H 0.032866 -1.717312 3.513106 -0.31 1.65 -0.09 0.262
H 0.062786 -0.412504 4.546554 -0.09 -0.12 -1.70 0.292
H 1.403251 1.191230 -1.212628 1.17 -0.87 1.62 0.369
H 2.476808 1.434186 0.425299 -1.01 -1.03 -1.91 0.158
H 3.630652 -0.846057 0.217308 -0.75 1.02 -1.98 0.144
H 2.414663 -1.445812 -1.099587 1.26 1.94 0.69 -0.053
H 3.218382 0.708171 -2.329140 1.39 -1.59 1.40 0.369
C 3.333393 -3.990541 1.141478 0.00 0.18 -0.12 0.266
C 4.456830 -4.081605 2.173078 0.33 -0.01 -0.18 -0.802
C 3.806740 -4.160388 3.553384 0.63 0.30 0.30 -0.755
S 2.206801 -4.917013 3.309713 -0.03 -0.47 -0.33 1.121
O 1.183578 -3.943102 3.626957 0.08 -0.26 0.23 -0.627
O 2.215984 -6.247483 3.884358 -0.31 0.54 0.12 -0.705
C 2.322843 -5.056897 1.536981 -0.02 0.01 -0.34 -0.369
H 3.703156 -4.145079 0.123626 -0.11 0.02 0.13 0.498
H 2.869400 -2.998022 1.186814 -0.03 -0.11 -0.06 -0.515
H 5.046693 -4.988131 1.990846 -0.09 0.12 0.02 0.338
H 5.138253 -3.227773 2.105756 -0.07 -0.14 0.04 0.369
H 4.396451 -4.771339 4.241496 -0.28 0.10 0.01 0.388
H 3.649851 -3.165558 3.979260 -0.10 -0.18 -0.02 0.365
H 1.340847 -4.906832 1.085155 0.12 -0.04 0.24 -0.007
H 2.695936 -6.058702 1.304097 -0.11 0.12 0.08 0.447
C -1.927204 -7.434152 -1.862823 -0.27 0.08 -0.05 -0.591
C -1.125418 -7.377814 -3.162271 -0.12 -0.26 -0.25 -0.656
C -0.002123 -6.361390 -2.964385 -0.02 0.09 -0.70 -0.271
S 0.362428 -6.353727 -1.215469 0.14 -0.30 -0.01 1.288
O 0.008223 -5.057386 -0.676795 0.32 -0.31 -0.04 -0.587
O 1.662584 -6.955553 -0.996711 -0.26 0.53 0.12 -0.779
C -0.897486 -7.523419 -0.746373 -0.41 -0.33 0.22 -0.818
H -2.613456 -8.285851 -1.845641 0.09 0.14 0.03 0.357
H -2.520402 -6.518288 -1.754424 0.06 -0.13 0.04 0.298
H -0.696632 -8.365840 -3.369361 -0.06 0.14 0.04 0.288
H -1.755853 -7.108424 -4.015428 0.13 -0.04 0.12 0.353
H 0.895815 -6.640662 -3.521370 -0.04 0.18 0.24 0.407
H -0.318960 -5.354264 -3.248954 0.13 -0.09 0.18 -0.097
H -1.302357 -7.263841 0.233261 0.22 0.05 -0.06 0.407
H -0.437402 -8.515528 -0.713388 0.03 0.18 0.02 0.396
C 3.837885 6.426441 1.031979 0.08 0.29 -0.09 -0.584
C 2.972568 6.582611 2.281554 0.17 0.18 0.10 -0.757
C 1.743539 5.692961 2.102453 0.03 0.48 0.41 -0.355
S 2.248495 4.352162 1.035243 0.12 0.21 0.46 1.404
O 1.519729 4.456252 -0.211431 -0.06 -0.42 0.13 -0.760
O 2.299471 3.124373 1.803610 -0.28 0.15 -0.43 -0.680
C 3.912572 4.930237 0.766375 0.55 0.12 -0.19 -0.883
H 4.832567 6.860255 1.169969 -0.12 -0.08 -0.07 0.365
H 3.360471 6.934833 0.185780 0.09 -0.09 0.07 0.279
H 3.539895 6.255246 3.161276 -0.09 0.04 -0.12 0.308
H 2.684389 7.625515 2.446489 0.03 -0.17 0.00 0.367
H 1.398081 5.287292 3.056712 0.19 0.11 -0.69 0.229
H 0.928917 6.230340 1.609213 0.09 -0.19 -0.04 0.390
H 4.232371 4.689568 -0.248903 -0.14 -0.14 0.12 0.425
H 4.561147 4.433033 1.493827 -0.15 -0.01 -0.10 0.333
C -2.801179 3.456297 -5.081227 0.05 0.25 -0.13 -0.713
C -3.666496 3.612467 -3.831651 0.17 0.22 0.26 -0.405
C -4.895526 2.722817 -4.010753 -0.32 0.47 0.46 -0.658
S -4.390569 1.382018 -5.077962 0.03 -0.47 -0.01 1.124
O -5.119335 1.486108 -6.324638 0.15 -0.25 0.44 -0.688
O -4.339593 0.154229 -4.309596 -0.23 0.29 -0.48 -0.617
C -2.726492 1.960093 -5.346831 0.52 0.18 -0.14 -0.300
H -1.806497 3.890111 -4.943237 -0.14 -0.07 -0.04 0.359
H -3.278593 3.964688 -5.927426 0.10 -0.09 0.07 0.313
H -3.099169 3.285102 -2.951931 -0.06 0.03 -0.12 0.101
H -3.954675 4.655370 -3.666717 0.03 -0.17 0.00 0.341
H -5.240984 2.317148 -3.056494 -0.04 -0.09 -0.28 0.353
H -5.710147 3.260196 -4.503994 0.11 -0.21 -0.01 0.371
H -2.406693 1.719424 -6.362110 -0.16 -0.13 0.12 0.458
H -2.077917 1.462889 -4.619380 -0.13 -0.01 -0.08 -0.016
C -3.291881 3.508172 2.961722 -0.22 -0.12 0.04 -0.866
C -3.375229 4.900849 3.584701 -0.25 0.21 -0.19 -0.642
C -2.377837 4.946443 4.741074 -0.40 0.57 0.28 -0.690
S -1.083084 3.786066 4.330223 -0.13 -0.56 -0.01 1.153
O -1.115567 2.701332 5.288571 0.34 0.56 -0.27 -0.685
O 0.131658 4.515297 4.025142 -0.52 -0.53 0.86 -0.748
C -1.807275 3.214334 2.805663 -0.15 -0.24 -0.35 -0.034
H -3.814025 3.460819 2.001643 0.09 -0.04 0.14 0.341
H -3.751440 2.774163 3.634385 0.09 0.04 -0.14 0.364
H -3.104200 5.653037 2.833907 -0.03 -0.10 0.09 0.288
H -4.388719 5.130535 3.928185 0.18 0.00 -0.04 0.347
H -1.947055 5.943642 4.861665 0.07 -0.25 0.11 0.333
H -2.837531 4.623190 5.679083 0.20 -0.04 -0.12 0.355
H -1.591762 2.153911 2.664103 0.11 0.05 0.15 0.120
H -1.373717 3.799488 1.989165 0.03 -0.02 0.11 0.224
```
Positions in Å, forces in eV/Å.

Properties
**Max |F|**: 2.8 eV/Å
**Structure (SMILES)**: CCCCNP(CN)CCO.O=S1(=O)CCCC1.O=S1(=O)CCCC1.O=S1(=O)CCCC1.O=S1(=O)CCCC1.O=S1(=O)CCCC1
**HOMO-LUMO gap**: 7.7 eV
**Spin multiplicity**: 1
**Energy above the lowest of the compared OMol25 structures with the same formula, charge and spin**: 300.8 kJ/mol
**HOMO energy**: -7.47 eV